[1]
The following is a quantum chemistry calculation of a molecular structure, C33H89Br2N21O13P2, from the OMol25 dataset.

Summary:
Net charge   0
Frontier orbital gap   7.64 eV
Max |F|   0.062 Eh/bohr

Element x y z (Å)
1 C -6.10900 -0.12556 1.14262
2 C -5.20413 0.72686 2.24837
3 C -3.71413 1.14356 1.70288
4 C -2.49132 0.18134 2.31407
5 C -1.52637 -0.17457 1.03724
6 C 0.06896 -0.31446 1.38568
7 C 1.00528 0.67776 0.47795
8 C 1.50215 -0.01174 -0.96377
9 P 2.41296 1.45569 -1.89574
10 N 1.60973 2.86910 -1.69948
11 C 2.67096 -1.15174 -0.76013
12 C 3.92468 -0.63156 0.22494
13 C 3.87134 -1.37666 1.72189
14 O 4.62080 -0.43973 2.62331
15 C 4.60052 -2.84422 1.74630
16 N 3.53078 -3.94510 1.73537
17 O 3.28736 -1.35212 -2.07555
18 C 3.41332 -2.76104 -2.46045
19 O 4.86668 -2.95549 -2.78384
20 C 5.19082 -4.38022 -2.92679
21 C 6.67157 -4.82249 -2.38043
22 C 7.66691 -3.53322 -2.56617
23 C 6.51183 -5.36378 -0.84081
24 C 6.37939 -7.02333 -0.78762
25 C 6.78007 -7.60007 0.72112
26 C 4.79145 -7.47430 -1.01412
27 C 2.56459 -2.94311 -3.85594
28 Br 3.69860 -2.39378 -5.46081
29 C 2.04033 -4.45570 -4.17477
30 C 1.40139 -5.27131 -2.90724
31 N 0.26103 -0.42408 -1.66457
32 Br -0.22771 -2.19196 -1.61019
33 P -0.15216 0.45157 -3.13393
34 C -1.41164 1.81983 -2.55256
35 O -1.05039 -0.66075 -4.17554
36 H -5.53548 -0.33982 0.13928
37 H -6.53991 -1.11757 1.64847
38 H -7.08150 0.49012 0.82729
39 H -5.20957 0.20069 3.29422
40 H -5.79669 1.75263 2.39937
41 H -3.76496 1.06688 0.51409
42 H -3.44020 2.25894 1.94157
43 H -1.94804 0.66386 3.23188
44 H -3.03295 -0.83934 2.61309
45 H -1.97808 -1.13789 0.51845
46 H -1.63300 0.70413 0.24196
47 H 0.37259 -1.43932 1.21993
48 H 0.18824 -0.10248 2.55177
49 H 0.33685 1.63635 0.23696
50 H 1.89162 1.06338 1.13384
51 H 2.62752 1.12018 -3.31033
52 H 3.74849 1.68446 -1.36491
53 H 1.35963 3.22757 -2.66176
54 H 2.31004 -2.13381 -0.21881
55 H 3.88210 0.51184 0.45603
56 H 4.97481 -0.94838 -0.23307
57 H 2.76562 -1.36603 2.11579
58 H 4.83349 -0.88893 3.49470
59 H 5.30558 -2.92015 0.80284
60 H 5.28058 -2.89575 2.72261
61 H 2.58871 -3.55187 2.00879
62 H 3.49659 -4.23306 0.71237
63 H 3.17372 -3.54234 -1.62687
64 H 4.41434 -5.12277 -2.46488
65 H 5.19120 -4.60263 -4.09991
66 H 7.06845 -5.66071 -3.12586
67 H 7.72184 -3.19216 -3.70878
68 H 7.31482 -2.64723 -1.88789
69 H 8.75463 -3.88140 -2.28254
70 H 7.47302 -5.04385 -0.25355
71 H 5.54303 -4.85852 -0.36444
72 H 7.05692 -7.49807 -1.63102
73 H 7.17181 -6.66922 1.32676
74 H 5.82884 -8.01002 1.29761
75 H 7.55206 -8.48653 0.66034
76 H 4.58042 -7.36740 -2.17922
77 H 4.68000 -8.57886 -0.64488
78 H 4.15588 -6.70713 -0.37507
79 H 1.66087 -2.17128 -3.86275
80 H 2.92670 -5.04634 -4.70808
81 H 1.19829 -4.35199 -5.01139
82 H 1.32763 -4.66723 -1.90668
83 H 0.36603 -5.80838 -3.16190
84 H 2.15133 -6.17479 -2.68193
85 H -2.35498 1.20536 -2.15777
86 H -1.68485 2.57203 -3.40538
87 H -0.96065 2.33663 -1.58395
88 H -0.35564 -1.23355 -4.65625
89 C -3.59823 -2.97343 -6.98276
90 O -3.86983 -4.14975 -7.16490
91 N -4.09230 -1.98563 -7.75068
92 N -2.78063 -2.55977 -5.99784
93 H -3.88033 -1.01143 -7.61627
94 H -4.71220 -2.25392 -8.50373
95 H -2.38706 -3.27180 -5.39649
96 H -2.54522 -1.59581 -5.83216
97 C -1.50928 2.28925 5.79847
98 O -1.69362 1.19895 5.28086
99 N -0.77257 3.25415 5.21899
100 N -2.02638 2.62336 6.99455
101 H -0.60954 4.15802 5.62949
102 H -0.36500 3.04358 4.31739
103 H -2.58765 1.92529 7.46485
104 H -1.88570 3.51597 7.43677
105 C -3.66045 4.96467 -2.73913
106 O -2.95153 4.81433 -1.75653
107 N -3.17626 5.35248 -3.93275
108 N -4.98918 4.75594 -2.71620
109 H -3.74405 5.48162 -4.75312
110 H -2.18051 5.52029 -3.99334
111 H -5.39420 4.46278 -1.83670
112 H -5.58935 4.87445 -3.51486
113 C -4.97839 4.45467 8.92915
114 O -3.79474 4.27927 9.17181
115 N -5.72761 5.36225 9.58070
116 N -5.63933 3.75611 7.98851
117 H -6.70349 5.52115 9.39500
118 H -5.26856 5.90967 10.29690
119 H -5.11195 3.06248 7.47444
120 H -6.61365 3.88632 7.77440
121 C -7.97513 2.67296 -2.74638
122 O -7.77337 3.63992 -3.46398
123 N -8.60316 2.76588 -1.56042
124 N -7.58753 1.42804 -3.07740
125 H -8.77850 1.98124 -0.95571
126 H -8.91147 3.68560 -1.27335
127 H -7.11107 1.31411 -3.96257
128 H -7.74472 0.61952 -2.49975
129 C -4.52732 2.06778 -7.93526
130 O -4.79893 0.89147 -8.11740
131 N -5.02139 3.05559 -8.70318
132 N -3.70972 2.48144 -6.95034
133 H -4.80942 4.02979 -8.56877
134 H -5.64129 2.78729 -9.45622
135 H -3.31615 1.76941 -6.34899
136 H -3.47431 3.44541 -6.78466
137 C 1.97932 5.41355 6.89874
138 O 1.10258 5.09051 6.11283
139 N 1.72684 6.09852 8.02862
140 N 3.27627 5.11340 6.70523
141 H 2.43524 6.37341 8.68792
142 H 0.76297 6.34450 8.21243
143 H 3.50956 4.59815 5.86642
144 H 4.01234 5.37073 7.34091
145 C -4.31440 -3.22844 -1.69122
146 O -4.52197 -2.35198 -0.86697
147 N -3.63373 -3.00885 -2.83053
148 N -4.74773 -4.49221 -1.53392
149 H -3.45272 -3.71763 -3.52114
150 H -3.28984 -2.07062 -2.98802
151 H -5.26461 -4.70009 -0.68945
152 H -4.58663 -5.22748 -2.20140
153 C 6.41588 6.82537 8.15269
154 O 5.56382 6.07897 8.60828
155 N 7.70475 6.77690 8.53485
156 N 6.14219 7.76303 7.22775
157 H 8.42067 7.38292 8.17119
158 H 7.95339 6.08494 9.22963
159 H 5.18340 7.83297 6.91257
160 H 6.83023 8.38668 6.84077

=====

[2]
The following is a quantum chemistry calculation of a molecular structure, C6H24N12O6Tl, from the OMol25 dataset.

Summary:
2S+1   2
ΔE to the lowest compared entry with this formula, charge and spin   23.3 kcal per mole
Net charge   +4
Frontier orbital gap (spin up / spin down)   2.65 / 2.49 eV
Max |F|   0.096 Eh/bohr

Element x y z (Å)
1 Tl 6.65070 1.50291 5.85985
2 C 10.32981 2.29334 4.73150
3 O 9.14922 2.03964 4.49330
4 N 10.71955 3.50409 4.93339
5 N 11.29079 1.41438 4.83787
6 H 11.71231 3.57842 5.10367
7 H 10.07757 4.23842 4.67125
8 H 12.05749 1.52356 5.48622
9 H 11.01206 0.47489 4.59340
10 C 9.28825 1.28172 9.04836
11 O 8.59773 1.78467 8.11637
12 N 10.56654 1.43184 9.17172
13 N 8.88527 0.62038 10.12961
14 H 11.06301 1.96317 8.47079
15 H 11.08413 0.66608 9.57892
16 H 9.64214 0.39095 10.75779
17 H 7.95402 0.26256 10.28726
18 C 2.96173 0.31897 7.45250
19 O 4.03056 0.60350 6.89983
20 N 2.69440 0.85148 8.57608
21 N 1.99609 -0.34613 6.92118
22 H 1.80743 0.65456 9.01723
23 H 3.26182 1.64155 8.84796
24 H 2.05357 -1.14229 6.30236
25 H 1.11830 -0.12798 7.37061
26 C 6.21715 -2.37729 4.95412
27 O 5.81992 -1.32827 5.44514
28 N 6.98328 -2.51211 3.91161
29 N 5.76054 -3.55766 5.29839
30 H 7.19537 -3.41113 3.50312
31 H 7.30290 -1.70991 3.38776
32 H 5.17501 -3.63570 6.11764
33 H 6.09489 -4.42872 4.91167
34 C 9.41227 -1.55408 6.70824
35 O 8.74223 -0.62354 6.16565
36 N 10.51830 -2.09188 6.30109
37 N 9.24655 -1.86976 7.98347
38 H 10.69826 -1.97136 5.31459
39 H 10.97873 -2.74636 6.91734
40 H 9.87497 -2.53888 8.40474
41 H 8.57868 -1.30917 8.49317
42 C 3.60546 3.79724 5.59605
43 O 4.65452 3.52977 5.08979
44 N 3.36897 3.80563 6.92615
45 N 2.47526 3.88556 4.97961
46 H 2.48326 3.60814 7.36957
47 H 4.15451 3.53922 7.50238
48 H 2.45779 4.23846 4.03343
49 H 1.66467 3.78396 5.57352

=====

[3]
The following is a quantum chemistry calculation of a molecular structure, C19H38O2, from the OMol25 dataset.

Summary:
ΔE to the lowest compared entry with this formula, charge and spin   418.4 kcal per mole
Net charge   0
Frontier orbital gap   10.05 eV
Max |F|   0.366 Eh/bohr

Element x y z (Å)
1 C -2.79807 2.43566 10.95753
2 C -3.11749 0.98219 10.87569
3 C -3.54514 0.48450 9.44333
4 C -2.33203 0.78746 8.35003
5 C -2.74913 0.44364 6.90479
6 C -1.45333 0.48888 5.87469
7 C -1.69339 -0.04330 4.49268
8 C -0.90372 0.15536 3.44868
9 C -1.23712 -0.38529 2.04003
10 C -0.05165 -0.10006 1.13959
11 C -0.45336 -0.86717 -0.34530
12 C 0.59548 -0.46686 -1.44125
13 C 0.28476 -0.71641 -2.69698
14 C 1.41332 -0.74143 -3.69274
15 H 1.49321 0.49029 -3.81869
16 C 1.19504 -1.18440 -5.13573
17 C 2.23552 -0.73327 -6.07754
18 C 1.86933 -1.36469 -7.53202
19 C 2.73019 -1.15568 -8.47778
20 C 3.04112 0.29473 -8.87003
21 O 1.97700 1.20632 -8.91871
22 O 4.32703 0.58090 -9.30765
23 H 4.23208 1.54889 -9.46226
24 H 3.98827 -1.54177 -8.22021
25 H 2.35771 -1.66789 -9.57628
26 H 1.55642 -2.47207 -7.40447
27 H 0.90494 -0.73116 -7.82994
28 H 2.97797 -1.46645 -5.79802
29 H 2.43678 0.19926 -6.22743
30 H 0.18501 -0.68462 -5.37414
31 H 0.79427 -2.32585 -5.07067
32 H 2.25674 -1.05163 -3.45888
33 H 0.13878 -2.04752 -2.60739
34 H -0.57113 -0.33096 -3.04289
35 H 1.65051 -0.83002 -0.99870
36 H 0.82451 0.46715 -1.32214
37 H -1.49830 -0.13280 -0.64544
38 H -0.37708 -1.86250 -0.14853
39 H 0.15695 0.87520 1.02725
40 H 0.93824 -0.79856 1.35540
41 H -1.92993 0.11426 1.90866
42 H -1.13915 -1.62926 2.11816
43 H -0.50645 1.22230 3.36025
44 H 0.20356 -0.25022 3.82316
45 H -2.87496 0.36953 4.04885
46 H -2.16669 -1.08882 4.73394
47 H -1.26382 1.58711 5.93617
48 H -0.59846 0.05156 6.40405
49 H -3.70501 0.68847 6.55570
50 H -2.84774 -0.93213 6.86872
51 H -2.12525 1.77851 8.23479
52 H -1.48286 0.20028 8.66680
53 H -3.88972 -0.51568 9.45543
54 H -4.21419 1.16655 9.07615
55 H -3.78435 0.67996 11.55134
56 H -2.02973 0.27005 11.13397
57 H -2.03234 2.87812 10.26336
58 H -2.60755 2.68375 11.86601
59 H -3.76194 2.91374 10.57578